Record 1
# C24H24F2N

A gas-phase ion, C24H24F2N (charge +1) at a distorted geometry (ωB97M-V/def2-TZVPD, the Open Molecules 2025 dataset).

Last column: Mulliken charge in e.
Element x y z (Å)
C: -1.53939 -4.14454 2.35471  -1.984
C: -1.05110 -3.81636 3.71012  1.560
C: -1.50314 -4.80692 4.74312  -1.537
N: -0.15091 -2.86090 3.96366  0.941
C: 1.00756 -3.35946 4.79945  -0.407
C: 2.03952 -4.06134 4.15486  0.026
C: 3.12892 -4.50893 4.90465  -0.688
C: 3.07274 -4.49711 6.28907  -0.520
C: 1.90024 -4.06366 6.92462  -0.789
C: 0.86902 -3.47749 6.17902  -0.433
C: -0.14491 -1.72668 3.01484  0.303
C: 1.07142 -0.68736 2.89058  0.313
C: 2.32009 -1.19400 3.13080  -0.405
C: 3.49788 -0.44754 3.09808  -1.014
C: 3.48564 0.88612 2.68945  0.679
C: 4.73240 1.70777 2.64959  -1.438
C: 2.23030 1.39431 2.35906  0.324
F: 2.21071 2.71460 1.97174  -0.355
C: 1.04097 0.65822 2.41285  -0.852
C: -1.45202 -0.90685 3.15837  0.966
C: -2.65606 -1.42134 2.71382  -0.322
C: -3.82495 -0.68626 2.62606  -1.202
C: -3.83507 0.66256 2.95836  0.748
C: -5.04754 1.50211 2.77133  -1.456
C: -2.65410 1.14811 3.53243  0.129
F: -2.64889 2.46811 3.90426  -0.351
C: -1.50175 0.38843 3.69783  -0.952
H: -2.63102 -4.14588 2.41796  0.638
H: -1.19088 -3.50830 1.53826  0.314
H: -1.32501 -5.19308 2.09990  0.508
H: -2.39302 -5.31369 4.33419  0.532
H: -0.76758 -5.61721 4.90849  0.321
H: -1.76332 -4.35572 5.71973  0.332
H: 2.03502 -4.24259 3.09066  0.522
H: 4.02005 -4.88827 4.41454  0.442
H: 3.94622 -4.79045 6.88615  0.409
H: 1.78522 -4.18818 7.99676  0.414
H: -0.05779 -3.16704 6.66275  0.557
H: -0.12137 -2.08298 1.97104  0.119
H: 2.38702 -2.23656 3.38321  0.028
H: 4.42186 -0.92758 3.41925  0.345
H: 5.59474 1.06007 2.84670  0.370
H: 4.90576 2.17711 1.67441  0.328
H: 4.76810 2.50076 3.41048  0.304
H: 0.13992 1.22473 2.14935  0.648
H: -2.71053 -2.43263 2.38112  0.381
H: -4.72889 -1.16590 2.23230  0.308
H: -5.88935 0.85827 2.48826  0.375
H: -5.34817 2.06666 3.66347  0.334
H: -4.92591 2.21452 1.94614  0.309
H: -0.62436 0.86216 4.15650  0.879

## Properties
Energy above the lowest of the compared OMol25 structures with the same formula, charge and spin (eV): 1.1270
Orbital gap (eV): 7.240
HOMO (eV): -11.751
Spin multiplicity: 1
SMILES: CC(C)=[N+](c1ccccc1)C(c1ccc(C)c(F)c1)c1ccc(C)c(F)c1
LUMO level (eV): -4.511
Charge: +1


Record 2
# C24H24IN3Pd

A molecular structure, C24H24IN3Pd at a distorted geometry (ωB97M-V/def2-TZVPD, the Open Molecules 2025 dataset).

Last column: Mulliken charge in e.
Element x y z (Å)
C: 2.40624 0.66218 4.22626  -0.743
C: 2.18455 -0.79923 4.18327  -0.513
H: 3.44910 0.88011 4.07567  0.344
H: 1.90456 1.11016 5.10662  0.288
H: 1.91758 1.07754 3.38946  0.085
H: 2.11489 -1.04423 3.10914  -0.041
H: 3.03266 -1.44917 4.47611  0.353
H: 1.26816 -1.12240 4.64399  0.222
C: 1.56138 2.38857 -1.62688  -0.251
C: 1.66859 3.30760 -2.66359  -0.780
C: 1.50465 2.81975 -3.95789  -0.437
C: 1.33526 1.45908 -4.22939  -0.617
H: 1.71271 2.56836 -0.55614  0.502
H: 1.81871 4.37520 -2.44659  0.452
H: 1.47849 3.53532 -4.77032  0.446
H: 1.16199 1.10213 -5.22644  0.468
N: 1.22886 1.13562 -1.96110  0.331
C: 1.23271 0.53637 -3.17770  0.342
C: 1.03798 -0.93167 -3.16883  0.526
N: 0.80890 -1.49336 -1.94950  0.389
C: 0.69364 -2.78650 -1.61898  -0.146
C: 0.80907 -3.24382 -3.96376  -0.446
C: 0.63412 -3.71330 -2.66416  -0.868
H: 0.64250 -3.05389 -0.54679  0.581
H: 0.47213 -4.75901 -2.45079  0.452
C: 1.00830 -1.88598 -4.19562  -0.604
H: 1.11338 -1.52531 -5.19344  0.484
H: 0.78333 -3.95665 -4.77866  0.450
Pd: 0.84361 -0.09770 -0.46214  0.013
I: 3.44070 -0.29031 0.04071  0.226
C: -2.34807 3.73905 -0.15264  -0.510
C: -2.01550 2.89589 -1.22667  -0.646
C: -1.65138 1.57743 -0.96871  -0.585
C: -1.58012 1.13941 0.36977  0.927
C: -2.07427 1.93344 1.43356  -0.464
C: -2.40891 3.26592 1.16506  -0.759
N: -0.87962 -0.02092 0.65109  0.027
C: -1.29520 -1.03360 1.50424  0.134
C: -1.31454 -0.81823 2.90876  -0.196
C: -1.88608 -1.78992 3.72285  -1.133
C: -2.38050 -2.97515 3.14699  -0.458
C: -2.34562 -3.18363 1.76124  -0.839
C: -1.79651 -2.22188 0.93486  0.245
H: -2.59974 4.78637 -0.33557  0.426
H: -2.05368 3.22051 -2.26518  0.498
H: -1.42822 0.86283 -1.76274  0.483
H: -2.12755 1.47865 2.41959  0.542
H: -2.72161 3.90011 1.99679  0.426
H: -0.97339 0.14995 3.29225  0.547
H: -1.96335 -1.60550 4.79865  0.451
H: -2.84850 -3.71715 3.79127  0.418
H: -2.75940 -4.09145 1.32523  0.425
H: -1.81694 -2.29761 -0.15318  0.532

## Properties
Orbital gap (spin up / spin down) (eV): 7.457 / 4.599
HOMO (spin up / spin down) (eV): -14.383 / -14.427
Spin multiplicity: 5
LUMO level (spin up / spin down) (eV): -6.926 / -9.828
Charge: +2
Expectation value of S²: 6.048


Record 3
# C24H24LiN3O3

A molecular structure, C24H24LiN3O3 at a distorted geometry (ωB97M-V/def2-TZVPD, the Open Molecules 2025 dataset).

Last column: Mulliken charge in e.
Element x y z (Å)
C: -6.16467 -0.03047 2.33576  -0.984
N: -5.08597 0.37012 3.21214  0.263
C: -5.38849 1.48996 4.07851  -0.986
C: -3.77926 -0.08736 3.01750  -0.258
C: -2.95931 0.43078 1.99462  -0.499
C: -1.63638 0.03050 1.86507  -0.014
C: -1.10535 -0.95714 2.73525  1.042
C: 0.28703 -1.35495 2.90071  -1.868
C: 1.39054 -0.50824 2.80947  0.870
C: 2.68645 -1.15486 2.78189  0.278
O: 2.79285 -2.40598 2.61590  -0.889
N: 3.81057 -0.38360 2.96508  0.043
C: 5.11512 -1.00380 2.99834  -1.105
C: 3.77270 1.03313 3.10449  0.628
O: 4.78322 1.71372 3.24256  -0.646
N: 2.51012 1.62827 3.06465  0.016
C: 2.48858 3.05280 3.31096  -1.128
C: 1.30897 0.91417 3.15470  0.440
O: 0.27487 1.48775 3.51016  -0.686
C: -1.98900 -1.57355 3.64459  -1.027
C: -3.27113 -1.11518 3.83453  -0.529
H: -5.86638 -0.90689 1.74813  0.279
H: -7.05294 -0.28597 2.93050  0.315
H: -6.43520 0.79046 1.65441  0.322
H: -4.51180 1.72007 4.69658  0.285
H: -5.65283 2.37455 3.47521  0.308
H: -6.23882 1.23907 4.73097  0.323
H: -3.37310 1.20720 1.35521  0.441
H: -1.00910 0.48098 1.09474  0.466
H: 0.40562 -2.09932 3.73347  1.037
H: 5.81568 -0.21248 3.25432  0.389
H: 5.13208 -1.80219 3.74288  0.332
H: 5.35980 -1.40786 2.01246  0.307
H: 1.45973 3.38999 3.23526  0.379
H: 2.88127 3.26892 4.30845  0.335
H: 3.11598 3.54000 2.56702  0.330
H: -1.62313 -2.38507 4.27328  0.277
H: -3.90267 -1.50690 4.62552  0.432
C: 1.88994 -3.02517 -1.96111  -1.082
Li: 1.28359 -3.54501 2.97468  0.902
C: 2.16487 -2.16725 -0.84256  -0.643
C: 0.96052 -2.00324 -0.09142  0.593
C: -0.06809 -2.76516 -0.70389  -0.024
C: 0.55643 -3.51094 -1.80182  0.209
C: -0.20212 -4.47430 -2.46526  -0.630
C: -1.56995 -4.58939 -2.19395  -0.380
C: -2.20319 -3.72871 -1.27191  -0.763
C: -1.45251 -2.83743 -0.50744  0.046
H: 2.56691 -3.32874 -2.76222  0.395
H: 3.13602 -1.72737 -0.58551  0.430
H: 0.79014 -1.29464 0.70948  -0.027
H: 0.28330 -5.09848 -3.21610  0.360
H: -2.16912 -5.34388 -2.70736  0.340
H: -3.28498 -3.74782 -1.16249  0.396
H: -1.90400 -2.16837 0.23079  0.362

## Properties
Orbital gap (eV): 3.730
HOMO (eV): -5.868
Spin multiplicity: 1
LUMO level (eV): -2.138


Record 4
# C24H24N2O13P2S4Sc

A molecular structure, C24H24N2O13P2S4Sc (ωB97M-V/def2-TZVPD, the Open Molecules 2025 dataset).

Last column: Mulliken charge in e.
Element x y z (Å)
Sc: -0.40742 0.06957 0.81703  0.917
O: -2.49306 -0.01308 0.99268  -0.510
S: -2.76851 -1.22475 0.13976  1.745
O: -3.61210 -2.19576 0.74980  -0.586
O: -1.43771 -1.67960 -0.29592  -0.612
C: -3.65336 -0.64442 -1.30892  -0.014
C: -4.89243 -1.25542 -1.49555  -0.589
C: -5.68773 -0.94964 -2.58591  -0.593
C: -5.24976 -0.02344 -3.51582  -0.637
C: -4.02351 0.59055 -3.34008  -1.007
C: -3.21490 0.29738 -2.24558  -0.070
S: -1.71279 1.26672 -2.23404  1.584
O: -2.16037 2.62468 -2.02808  -0.646
O: -1.04835 1.00696 -3.48460  -0.784
O: -0.93531 0.74643 -1.09276  -0.043
H: -5.22011 -1.98093 -0.76687  0.580
H: -6.64488 -1.44018 -2.70558  0.375
H: -5.85949 0.22196 -4.37573  0.370
H: -3.67631 1.31342 -4.06504  0.409
S: 2.01016 1.06857 -0.78736  -0.376
C: 1.87483 2.70288 -0.80991  0.208
N: 2.88635 3.51992 -1.16476  0.203
C: 2.64452 4.92747 -1.43649  -0.666
C: 1.34331 5.02944 -2.18921  -0.782
N: 0.30673 4.48439 -1.32873  0.424
C: -0.97594 5.18140 -1.37779  -1.713
C: -0.89782 6.56505 -0.78057  0.754
C: -1.38252 7.65681 -1.49080  -0.238
C: -1.32515 8.93781 -0.95609  -0.629
C: -0.77013 9.13770 0.29715  -0.362
C: -0.27504 8.05317 1.01112  -0.803
C: -0.33782 6.77594 0.47792  -0.079
C: 0.55062 3.45794 -0.49556  0.219
S: -0.47233 3.05553 0.71865  0.006
C: 4.22376 3.01749 -1.47653  -2.025
C: 4.46199 2.91232 -2.96408  0.920
C: 5.14992 3.92583 -3.62702  -0.188
C: 5.33668 3.88194 -5.00089  -0.738
C: 4.83586 2.81357 -5.72924  -0.365
C: 4.16197 1.79126 -5.07649  -0.787
C: 3.97828 1.83579 -3.70264  -0.125
H: 3.47317 5.30215 -2.03496  0.383
H: 2.59685 5.49778 -0.50277  0.328
H: 1.39288 4.48117 -3.13634  0.327
H: 1.08797 6.06913 -2.39632  0.524
H: -1.71741 4.55221 -0.89141  0.635
H: -1.25485 5.25336 -2.43237  0.221
H: -1.81157 7.49987 -2.47369  0.389
H: -1.70974 9.77608 -1.52245  0.382
H: -0.72116 10.13371 0.71855  0.376
H: 0.15613 8.20152 1.99253  0.397
H: 0.03553 5.93204 1.04259  0.439
H: 4.33902 2.06015 -0.97351  0.695
H: 4.94398 3.71810 -1.04472  0.472
H: 5.56334 4.74988 -3.05539  0.392
H: 5.87659 4.67704 -5.49855  0.371
H: 4.97357 2.77352 -6.80178  0.374
H: 3.77177 0.95308 -5.63778  0.409
H: 3.44210 1.04451 -3.19987  0.394
O: 0.56020 2.54809 3.77516  -0.470
P: 0.80143 0.99938 3.46766  0.572
O: 1.65995 0.38066 4.50811  -0.858
O: 1.16035 0.87927 2.00545  -0.115
O: -0.70962 0.37713 3.52073  -0.197
P: -0.84596 -1.29752 3.46842  0.740
O: 0.08527 -1.77650 4.64805  -0.534
O: -2.22616 -1.72958 3.65195  -0.705
O: -0.13907 -1.49446 2.11167  -0.422
H: 0.50010 2.68543 4.72898  0.302
H: 0.88750 -1.20737 4.71777  0.435

## Properties
Orbital gap (eV): 8.085
HOMO (eV): -6.336
Spin multiplicity: 1
LUMO level (eV): 1.749
Charge: -1